C4H6N2O | ωB97M-V/def2-TZVPD

Each line ends with the Löwdin charge.
Positions of all 13 atoms, in Å:
N  1.64  0.81  -0.84  0.0775
C  0.58  0.10  -0.22  -0.3007
C  0.65  -0.71  0.94  -0.0506
C  -0.64  -1.06  1.28  -0.1345
N  -1.49  -0.48  0.37  0.0731
C  -0.74  0.22  -0.54  -0.3618
O  -1.30  1.18  -1.34  0.0520
H  1.54  0.88  -1.86  0.0896
H  2.53  0.38  -0.64  0.0776
H  1.55  -0.98  1.48  0.0966
H  -1.03  -1.65  2.10  0.1063
H  -2.49  -0.54  0.34  0.1554
H  -0.87  1.96  -0.93  0.1194

Values from the calculation:
HOMO = -7.42 eV
HOMO-LUMO gap = 8.3 eV
calculated total energy = -9272.3000 eV
SMILES string = Nc1cc[nH]c1O
energy above the lowest of the compared OMol25 structures with the same formula, charge and spin = 27.72 kcal/mol
net charge = 0